[1]
C10H16O | ωB97M-V/def2-TZVPD

Each line ends with the Mulliken charge.
Geometry (Å):
C  -2.42746  0.17315  1.14785  -0.1294
C  -1.68462  -1.07607  1.61164  -0.9145
C  -1.81217  1.42060  1.81005  -1.1469
H  -2.58463  0.41585  0.09226  0.2631
H  -3.47202  0.22737  1.49202  0.3033
H  -1.70519  -1.05927  2.69962  0.3194
H  -0.67890  -1.14034  1.19823  0.0848
H  -2.46108  2.24634  1.52429  0.2902
H  -1.76712  1.23454  2.89304  0.3921
H  -2.09579  -2.02142  1.24030  0.3092
H  -0.75297  1.65140  1.66707  0.2321
C  2.99233  -1.76704  -0.16260  -1.5296
C  0.81661  1.36141  -0.58854  -0.6634
C  1.69823  0.42905  -0.03488  -0.2593
C  0.23175  1.06439  -1.79763  0.5393
C  1.97037  -0.78602  -0.64038  0.6290
C  0.45128  -0.13649  -2.48425  -0.7633
C  1.38296  -0.98230  -1.87766  -0.3122
O  -0.44673  2.06460  -2.47085  -0.5746
H  0.59409  2.26893  -0.05316  0.5596
H  2.07053  0.58824  0.97505  0.3132
H  -1.38370  2.21528  -2.39828  0.3240
H  0.09687  -0.21274  -3.49752  0.4146
H  3.96859  -1.57419  -0.59188  0.3257
H  2.62623  -2.77906  -0.37122  0.3592
H  1.32390  -1.98805  -2.31131  0.2516
H  3.04864  -1.83816  0.92872  0.3829

Properties
Orbital gap   9.664 eV
SMILES   Cc1ccc(O)cc1.CCC
Charge   0
Energy above the lowest of the compared OMol25 structures with the same formula, charge and spin   1.734 eV

[2]
C16H30Cl8O2P2 | ωB97M-V/def2-TZVPD

Each line ends with the Mulliken charge.
Geometry (Å):
C  -3.29198  2.38545  0.85902  -0.7618
P  -2.20101  2.62926  2.34708  0.0266
O  -2.79586  3.90577  3.28094  -0.5215
P  -0.19983  3.17046  1.43491  0.4238
C  1.48968  3.45056  0.59411  -0.5769
O  2.39428  2.31315  0.58762  -0.4772
C  1.75298  1.09348  0.60195  -0.1891
C  1.80108  0.33322  1.78009  0.1145
C  1.18823  -0.91248  1.90231  -1.0040
C  0.49538  -1.41698  0.79043  -0.1098
C  0.44761  -0.71880  -0.42455  -0.5957
C  1.08545  0.53299  -0.48623  -0.3010
H  -2.99662  1.44755  0.35952  0.1197
H  -3.11716  3.18048  0.10050  0.3197
H  -4.36048  2.30289  1.12727  0.3467
H  -2.47347  3.73744  4.17534  0.3441
H  0.38869  2.53897  2.57085  -0.0063
H  -0.45088  4.58106  1.54973  0.0162
H  -0.66616  2.52916  0.23723  -0.0187
H  2.02645  4.28011  1.09744  0.3594
H  1.30758  3.79143  -0.44984  0.1356
H  2.33499  0.74720  2.64463  0.4182
H  1.25620  -1.46544  2.84297  0.3920
H  -0.00694  -2.38337  0.89358  0.4448
H  -0.09100  -1.09648  -1.27168  0.7344
H  1.04007  1.09070  -1.43062  0.3790
Cl  0.76195  -2.93446  -1.65687  -0.1429
C  0.43625  -4.37140  -2.66992  -0.5076
C  1.69593  -5.12176  -3.02636  0.0567
Cl  2.73946  -4.19972  -4.14222  -0.2096
H  -0.09840  -4.04198  -3.55909  0.3585
H  -0.22428  -5.01953  -2.09394  0.2214
H  1.44104  -6.05371  -3.53094  0.3538
H  2.27815  -5.35844  -2.13727  -0.2245
Cl  -3.18353  -1.32446  -0.96877  -0.0834
C  -4.92237  -1.70632  -0.87813  -0.5198
C  -5.76967  -0.46960  -0.70303  -0.4834
Cl  -5.53495  0.28105  0.89491  -0.1678
H  -5.07067  -2.40953  -0.06125  0.2997
H  -5.18746  -2.20394  -1.81060  0.3134
H  -6.82447  -0.73145  -0.77908  0.3707
H  -5.54798  0.27851  -1.46194  0.2938
Cl  3.25120  -5.23465  -0.00231  -0.1432
C  2.74827  -6.04767  1.49893  -0.4088
C  1.77958  -7.17365  1.23528  -0.5451
Cl  0.20007  -6.57838  0.65899  -0.1709
H  2.31980  -5.29797  2.16116  0.3076
H  3.65076  -6.43998  1.96667  0.3230
H  1.59382  -7.72368  2.15698  0.3606
H  2.16815  -7.86850  0.49375  0.3174
Cl  2.39624  7.96119  0.69047  -0.1831
C  2.98993  7.06412  -0.72925  -0.4496
C  1.91914  6.88194  -1.77688  -0.5016
Cl  0.63096  5.77681  -1.23033  -0.1493
H  3.37851  6.10733  -0.38563  0.2838
H  3.81631  7.63912  -1.14566  0.3477
H  2.35298  6.44353  -2.67482  0.2910
H  1.45795  7.82940  -2.04746  0.3788

Properties
Orbital gap   7.273 eV
SMILES   CP(O)[PH3]COc1ccccc1.ClCCCl.ClCCCl.ClCCCl.ClCCCl
Charge   0

[3]
C44H38I2N5O7Y | ωB97M-V/def2-TZVPD

Each line ends with the Mulliken charge.
Geometry (Å):
Y  -0.49559  0.14416  -0.33186  -0.0692
I  -2.33792  5.71606  -5.70593  0.0182
C  -1.83396  4.05416  -4.51047  -0.6052
C  -1.51142  2.84940  -5.11411  -0.2224
C  -1.20288  1.78358  -4.29897  -0.3970
I  -0.71959  -0.08109  -5.13549  -0.0676
C  -1.19350  1.84380  -2.88306  -0.6993
O  -0.90595  0.78363  -2.19218  1.7017
C  -1.51633  3.10260  -2.31709  1.0667
C  -1.47305  3.29558  -0.81801  -1.4661
N  -2.11250  2.18225  -0.09718  -0.0292
C  -3.57361  2.21681  -0.26267  -1.2631
C  -4.22690  0.89949  -0.60241  0.6188
C  -5.53352  0.63656  -0.20000  -1.0946
C  -6.17250  -0.48759  -0.69480  -0.5007
C  -5.48934  -1.30739  -1.58133  -1.0139
C  -4.17680  -0.98415  -1.88819  -0.2044
N  -3.54828  0.07924  -1.39646  0.6676
C  -1.83892  4.17578  -3.13394  -0.7097
H  -1.50287  2.74916  -6.18984  0.4278
H  -0.43464  3.35253  -0.49078  0.0645
H  -1.94480  4.25448  -0.56919  0.4970
H  -1.88918  2.25170  0.89295  0.3390
H  -4.06715  2.66160  0.60508  0.4027
H  -3.79091  2.86009  -1.12166  0.3935
H  -6.04093  1.30612  0.48307  0.4673
H  -7.19176  -0.70906  -0.40411  0.3962
H  -5.96051  -2.17874  -2.01606  0.4483
H  -3.60553  -1.60342  -2.57371  0.4859
H  -2.09094  5.12700  -2.68007  0.4468
O  -2.49904  -0.84499  1.22022  -0.1523
C  -2.97815  -2.16573  1.06295  -1.5309
C  -2.36367  -2.81864  -0.14875  0.7639
C  -2.77187  -4.09722  -0.50507  -1.3174
C  -2.26296  -4.67287  -1.65488  -0.8962
C  -1.38187  -3.93456  -2.43090  -1.0478
C  -1.02391  -2.67230  -2.00019  -0.6231
N  -1.48258  -2.12379  -0.86965  2.3659
H  -2.38381  -0.65098  2.15878  0.2734
H  -4.06600  -2.14813  0.92695  0.5267
H  -2.76214  -2.77095  1.94556  0.5744
H  -3.48755  -4.62718  0.11099  0.5863
H  -2.55941  -5.67148  -1.94737  0.4369
H  -0.97841  -4.32532  -3.35437  0.5237
H  -0.36078  -2.05676  -2.59411  0.0557
O  0.69565  -1.15622  1.17435  0.4254
C  0.75318  -0.99540  2.58993  3.9494
C  -0.30420  0.14158  2.89286  -1.5296
O  -0.77985  0.22344  4.01811  -0.6743
O  -0.58522  0.87172  1.88919  -0.6587
C  0.36542  -2.27927  3.30157  -0.4507
C  -0.05414  -3.39693  2.58760  -0.2402
C  -0.43339  -4.55845  3.24870  -1.2398
C  -0.39060  -4.61881  4.63206  -0.5617
C  0.05322  -3.51517  5.34810  -0.9310
C  0.43029  -2.35652  4.69089  -0.1805
C  2.15028  -0.54182  2.98841  -0.1164
C  2.36637  0.58680  3.77042  -0.0750
C  3.65774  0.99187  4.08077  -1.0816
C  4.74703  0.27508  3.61115  -0.4781
C  4.53680  -0.85968  2.83946  -1.1813
C  3.24878  -1.26764  2.53343  -0.2006
H  1.24873  -1.90570  0.85267  -0.0945
H  -0.06222  -3.38183  1.50563  0.6417
H  -0.75836  -5.41750  2.67267  0.4437
H  -0.68912  -5.52479  5.14420  0.4134
H  0.11458  -3.56214  6.42813  0.4023
H  0.76617  -1.49431  5.25048  0.4750
H  1.52005  1.14883  4.14524  0.5334
H  3.80961  1.87238  4.69256  0.4442
H  5.75378  0.59647  3.84616  0.4304
H  5.38288  -1.43329  2.48150  0.4338
H  3.10361  -2.16257  1.93635  0.4087
O  1.82564  -2.84134  -0.48319  -0.6681
C  2.06685  -1.98735  -1.34358  -0.1623
C  3.09346  -2.19134  -2.44884  -0.6669
C  3.11553  -0.84892  -3.16662  -0.5582
C  2.09584  -0.01479  -2.39683  -0.4986
O  1.88128  1.16122  -2.61184  -0.5171
N  1.47977  -0.76676  -1.41572  1.6834
H  2.77157  -3.01856  -3.08245  0.2908
H  4.04729  -2.47012  -2.00203  0.3164
H  2.79891  -0.90743  -4.20785  0.1927
H  4.08444  -0.35137  -3.13944  0.2443
N  1.22592  1.73304  0.07398  -0.1028
C  2.11783  2.44382  -0.02397  0.9177
C  3.20789  3.34944  -0.15395  -0.1080
C  4.44198  2.91081  -0.62935  -0.3038
C  5.47400  3.81998  -0.77445  -0.7047
C  5.27697  5.15562  -0.45120  -0.3704
C  4.04689  5.59044  0.02345  -0.7030
C  3.00746  4.69138  0.17512  -0.4335
H  4.57527  1.86862  -0.88554  0.5265
H  6.43523  3.49097  -1.14530  0.4111
H  6.08611  5.86400  -0.57193  0.3926
H  3.89848  6.63223  0.27382  0.4059
H  2.04225  5.01284  0.54339  0.4701

Properties
Orbital gap   7.550 eV
Charge   0
Energy above the lowest of the compared OMol25 structures with the same formula, charge and spin   1.565 eV

[4]
C17H17BIrN8O6 | ωB97M-V/def2-TZVPD

Each line ends with the Mulliken charge.
Geometry (Å):
H  -0.40012  2.32269  1.13420  0.3159
N  -0.07910  1.37188  -0.72830  -0.4705
B  0.62947  0.64448  -3.02866  0.1317
N  0.42552  1.74632  -1.94567  0.0217
C  0.76016  3.04500  -1.87679  -0.0562
Ir  -0.79936  -0.45925  -0.29316  2.0165
H  1.18692  3.50173  -2.74921  0.5115
C  0.45563  3.51906  -0.61152  -1.1709
H  0.58332  4.49940  -0.22013  0.4403
C  -0.08156  2.43270  0.11348  0.2400
H  1.06302  1.06894  -4.05433  -0.0175
C  -1.52061  -2.07647  0.35502  -1.1200
H  -1.84267  -1.95817  1.37904  0.3603
H  -0.56924  -2.70986  0.39255  0.3409
H  -2.36952  -2.40116  -0.25606  0.4247
N  -0.77916  -0.02469  -3.14680  -0.0309
N  1.49800  -0.45820  -2.36138  0.0844
N  -1.47799  -0.58280  -2.06515  -0.0001
N  1.07292  -0.94766  -1.14694  -0.5210
C  -1.55952  -0.11559  -4.23031  0.0331
C  2.69356  -1.00541  -2.64091  -0.0561
H  -1.12405  0.29969  -5.14279  0.4880
H  3.16638  -0.75248  -3.57260  0.5089
C  -2.74210  -0.71849  -3.88749  -1.1006
C  3.06985  -1.81566  -1.58691  -1.1824
C  -2.69025  -1.01105  -2.50716  0.1043
C  2.03997  -1.72801  -0.62609  -0.2615
H  -3.57778  -0.93344  -4.56046  0.3993
H  3.94919  -2.41105  -1.47528  0.4520
H  -3.41796  -1.48430  -1.85933  0.4395
H  1.93868  -2.11497  0.36852  0.6790
H  -2.24819  -0.01140  0.32583  0.1037
O  1.06514  -1.95111  2.17359  -0.6380
C  0.54256  -0.88157  2.42482  0.4488
O  0.06509  0.00452  1.59141  -0.8695
C  0.35162  -0.49813  3.89657  0.0885
C  -0.52980  0.51838  4.29009  -0.3180
C  -0.81588  0.72258  5.65857  0.1892
C  -0.20553  -0.05864  6.65077  -0.4520
C  0.69238  -1.06203  6.25383  -0.3970
C  0.95923  -1.28954  4.88466  -0.3510
N  1.33531  -1.88192  7.24971  0.8053
O  1.07271  -1.67392  8.45387  -0.4074
O  2.12760  -2.77081  6.87168  -0.3934
N  -1.78059  1.73091  6.02415  1.0107
O  -2.30668  2.39234  5.10172  -0.4186
O  -2.05965  1.90330  7.22879  -0.1269
H  -1.00994  1.13932  3.53818  0.5468
H  -0.40711  0.12341  7.70493  0.5369
H  1.63161  -2.09169  4.60230  0.6377

Properties
Orbital gap (alpha / beta)   4.730 / 2.958 eV
Multiplicity   6
Charge   +2

[5]
C4H7NO | ωB97M-V/def2-TZVPD

Each line ends with the Mulliken charge.
Geometry (Å):
O  -2.57825  -0.87917  0.33680  -0.4909
C  -1.37201  -0.75008  0.31800  -0.0076
C  -0.68906  0.55881  0.83879  -0.3438
N  0.57434  0.83670  0.21378  -0.1736
C  0.59948  0.43719  -1.11320  -0.3974
C  1.62511  -0.11831  -0.14538  -0.2466
H  -0.69877  -1.63712  0.34656  0.2887
H  -0.55514  0.44965  1.91972  0.2819
H  -1.35591  1.40269  0.62107  0.2675
H  0.65799  1.04386  -2.01878  0.2614
H  -0.62664  -0.30847  -1.12473  0.1219
H  1.54697  -1.19498  -0.00619  0.1942
H  2.62509  0.26815  0.11758  0.2444

Properties
Orbital gap   9.562 eV
Charge   0
Energy above the lowest of the compared OMol25 structures with the same formula, charge and spin   4.651 eV

[6]
C3H13N2O3 | ωB97M-V/def2-TZVPD

Each line ends with the Mulliken charge.
Geometry (Å):
C  -1.84318  0.35193  1.08723  -0.6428
C  -0.62762  -0.40250  1.16683  -0.0895
C  0.71084  0.17613  1.46381  0.1451
N  1.80018  -0.66081  1.14302  -0.3421
O  0.90587  1.39324  0.66807  -0.5498
N  -2.44626  0.07235  -0.26871  -0.2897
H  -1.64863  1.42488  1.08608  0.3858
H  -2.55276  0.01968  1.81795  0.3888
H  0.85057  0.34613  2.54543  0.3682
H  -0.73964  -1.38043  1.64546  0.3450
H  2.24279  -1.13069  1.91403  0.2016
H  2.23604  -0.65180  0.23199  0.2122
H  -1.72197  -0.30735  -0.89092  0.2314
H  0.09474  1.39429  0.16860  0.3543
H  -3.19247  -0.61167  -0.25581  0.3229
H  2.67348  0.58821  -2.47743  0.2885
H  1.96792  1.18441  -1.17467  0.3375
O  2.16723  0.39272  -1.68478  -0.6142
H  -0.53512  -1.01217  -3.42987  0.3135
H  0.27169  -0.60138  -2.18502  0.3166
O  -0.61370  -0.58519  -2.57129  -0.6834

Properties
Orbital gap   6.204 eV
Charge   +1
Energy above the lowest of the compared OMol25 structures with the same formula, charge and spin   5.390 eV